1.
Computed, not measured: a 3-piece molecular cluster, C2H13N2O2 overall, with wB97M-V/def2-TZVPD.

Positions of all 19 atoms, in Å:
C  -1.807  -0.038  -1.242
N  -0.781  0.846  -2.033
C  -1.264  -0.055  0.157
N  0.327  -0.372  -0.028
H  -1.936  -1.046  -1.593
H  -2.659  0.630  -1.097
H  -0.542  0.570  -3.013
H  -1.382  1.711  -2.252
H  -1.651  -0.879  0.799
H  -1.214  0.864  0.704
H  0.767  0.538  0.147
H  0.930  -1.085  0.503
H  0.415  -0.579  -1.014
H  2.978  -2.315  0.590
H  3.573  -1.182  -0.252
O  2.757  -1.641  -0.102
H  0.380  0.811  3.824
H  0.430  2.102  2.924
O  0.678  1.120  2.976

Summary:
- total charge = +1
- energy relative to the best compared isomer or geometry (same formula, charge and spin) (kJ/mol) = 147.7

2.
Computed, not measured: a 3-piece molecular cluster, C2H13N2O2 overall, with wB97M-V/def2-TZVPD.

Positions of all 19 atoms, in Å:
N  -0.077  0.404  0.315
C  0.817  0.191  -0.873
C  0.057  -0.368  -2.092
N  -1.309  0.194  -2.088
H  -0.117  -0.431  0.900
H  0.304  1.250  0.843
H  -1.024  0.716  0.097
H  1.534  0.972  -1.123
H  1.543  -0.604  -0.618
H  0.586  -0.186  -3.047
H  0.033  -1.466  -2.013
H  -1.341  0.956  -2.756
H  -1.886  -0.550  -2.466
H  1.247  2.516  2.467
H  1.368  1.194  3.152
O  0.896  1.617  2.400
H  -0.358  -1.689  2.676
H  -1.258  -2.810  2.242
O  -1.016  -1.907  1.984

Summary:
- total charge = +1
- energy relative to the best compared isomer or geometry (same formula, charge and spin) (kJ/mol) = 75.5

3.
Computed, not measured: a 3-piece molecular cluster, C2H13N2O2 overall, with wB97M-V/def2-TZVPD.

Positions of all 19 atoms, in Å:
N  -0.954  0.150  -0.110
C  0.064  -0.387  -1.078
C  1.230  -1.137  -0.391
N  2.485  -0.662  -0.987
H  -1.234  -0.498  0.662
H  -0.503  0.997  0.252
H  -1.852  0.387  -0.544
H  -0.461  -0.893  -1.885
H  0.503  0.450  -1.635
H  1.164  -1.148  0.689
H  1.116  -2.149  -0.787
H  3.285  -0.717  -0.370
H  2.631  -1.087  -1.882
H  -2.531  -1.642  2.299
H  -2.109  -0.490  3.065
O  -2.104  -0.809  2.154
H  -0.913  3.551  -0.111
H  0.535  3.195  0.407
O  -0.353  2.889  0.252

Summary:
- total charge = +1
- energy relative to the best compared isomer or geometry (same formula, charge and spin) (kJ/mol) = 78.8

4.
Computed, not measured: C2H13NO3 as an isolated structure, with wB97M-V/def2-TZVPD.

Positions of all 19 atoms, in Å:
H  -0.267  0.498  0.315
O  -1.300  0.493  0.806
N  0.976  0.375  -0.204
H  -1.810  1.086  0.237
H  0.966  -0.190  -1.052
C  2.097  -0.070  0.639
H  1.700  -0.842  1.296
H  2.953  -0.307  0.028
H  2.447  0.666  1.374
C  1.156  1.793  -0.525
H  0.579  2.085  -1.422
H  0.911  2.526  0.249
H  2.209  2.040  -0.692
O  -2.456  -2.187  1.089
H  -1.908  -2.921  1.388
H  -1.846  -1.431  1.152
O  -1.849  -1.101  -1.869
H  -2.754  -1.438  -1.915
H  -1.802  -1.076  -0.897

Summary:
- total charge = 0
- energy relative to the best compared isomer or geometry (same formula, charge and spin) (kJ/mol) = 137.2

5.
Computed, not measured: a 5-piece molecular cluster, C2H13NO3S overall, with wB97M-V/def2-TZVPD.

Positions of all 20 atoms, in Å:
C  -0.176  -0.597  0.860
C  -0.200  -0.880  -0.605
S  -0.463  0.678  -1.501
N  -1.308  -0.965  1.661
H  -0.265  0.571  0.631
H  0.701  -0.833  1.454
H  -0.961  -1.591  -0.910
H  0.773  -1.313  -0.845
H  -0.323  1.415  0.460
H  -2.127  -0.373  1.485
H  -1.534  -1.937  1.509
H  3.797  -0.752  -0.030
H  2.681  0.260  0.136
O  2.969  -0.629  0.442
H  -4.047  0.891  -0.306
H  -2.633  0.580  -0.853
O  -3.316  0.272  -0.226
H  2.505  2.450  -1.202
H  1.534  1.207  -1.256
O  2.394  1.546  -0.904

Summary:
- total charge = 0
- energy relative to the best compared isomer or geometry (same formula, charge and spin) (kJ/mol) = 372.1

6.
Computed, not measured: a 4-piece molecular cluster, C2H13NO4 overall, with wB97M-V/def2-TZVPD.

Positions of all 20 atoms, in Å:
N  0.847  1.130  -0.437
C  1.833  0.355  -1.227
C  2.236  -0.848  -0.285
O  1.199  -1.772  -0.040
H  0.281  1.582  -1.161
H  1.512  1.859  -0.128
H  2.761  0.910  -1.467
H  1.263  -0.132  -2.130
H  2.787  -0.764  0.685
H  2.924  -1.400  -1.013
H  0.529  -1.256  0.487
O  -1.675  0.235  0.663
H  -1.529  -0.299  -0.135
H  -0.793  0.354  1.106
O  -0.895  -1.043  2.680
H  -1.783  -1.075  2.382
H  -0.650  -0.266  3.040
O  -2.642  1.641  -1.688
H  -3.403  1.147  -1.604
H  -2.136  1.896  -0.851

Summary:
- total charge = 0
- energy relative to the best compared isomer or geometry (same formula, charge and spin) (kJ/mol) = 216.6

7.
Computed, not measured: a 5-piece molecular cluster, C2H13NO4 overall, with wB97M-V/def2-TZVPD.

Positions of all 20 atoms, in Å:
C  -0.838  0.623  1.619
C  -2.089  0.159  1.617
N  -2.793  -0.308  0.511
H  -0.025  0.382  0.938
H  -0.622  1.044  2.602
H  -2.834  0.377  2.483
H  -2.397  -0.431  -0.479
H  -3.776  -0.589  0.759
O  3.071  2.031  -0.088
H  2.880  1.775  -0.966
H  2.408  1.355  0.283
O  -0.679  -0.804  -1.562
H  0.236  -1.174  -1.287
H  -1.239  -1.445  -2.192
O  1.387  -1.615  1.398
H  0.681  -2.280  1.699
H  2.111  -2.174  1.309
O  1.454  1.428  -2.623
H  1.942  1.176  -3.504
H  1.123  0.469  -2.517

Summary:
- total charge = 0
- energy relative to the best compared isomer or geometry (same formula, charge and spin) (kJ/mol) = 262.8

8.
Computed, not measured: a 4-piece molecular cluster, C2H14N2O3 overall, with wB97M-V/def2-TZVPD.

Positions of all 21 atoms, in Å:
C  -2.483  0.888  0.038
N  -1.602  -0.213  -0.513
C  -0.605  0.528  -1.333
N  0.283  1.387  -0.556
H  -1.878  1.630  0.560
H  -3.088  1.394  -0.717
H  -3.149  0.405  0.766
H  -1.148  -0.522  0.357
H  -1.159  1.152  -2.027
H  -0.138  -0.268  -1.929
H  1.096  1.788  -0.995
H  0.596  0.901  0.277
O  2.123  0.475  2.761
H  2.339  1.157  2.109
H  2.315  -0.304  2.198
O  1.398  -1.578  -2.080
H  1.744  -1.051  -1.350
H  0.950  -2.305  -1.621
O  1.070  -1.700  1.539
H  1.011  -1.607  0.586
H  0.324  -2.158  1.931

Summary:
- total charge = 0
- energy relative to the best compared isomer or geometry (same formula, charge and spin) (kJ/mol) = 178.5

9.
Computed, not measured: a 4-piece molecular cluster, C2H14N2O3 overall, with wB97M-V/def2-TZVPD.

Positions of all 21 atoms, in Å:
N  -0.185  -1.900  0.167
C  -0.567  -0.699  0.955
C  0.579  0.022  1.596
N  0.142  1.384  2.038
H  0.408  -2.542  0.673
H  0.566  -1.533  -0.415
H  -1.296  -1.086  1.675
H  -1.095  -0.006  0.303
H  1.119  -0.473  2.419
H  1.452  0.130  0.935
H  -0.582  1.179  2.735
H  0.840  1.699  2.716
O  -1.269  3.290  -0.201
H  -1.082  2.728  0.581
H  -0.623  4.016  -0.153
O  0.676  -2.674  -2.496
H  -0.199  -3.039  -2.343
H  1.014  -3.330  -3.123
O  0.275  0.830  -2.493
H  -0.078  0.289  -3.210
H  -0.095  1.715  -2.357

Summary:
- total charge = 0
- energy relative to the best compared isomer or geometry (same formula, charge and spin) (kJ/mol) = 114.2

10.
Computed, not measured: a 4-piece molecular cluster, C2H14N2O3 overall, with wB97M-V/def2-TZVPD.

Positions of all 21 atoms, in Å:
N  -1.296  -0.796  1.398
C  -0.116  -0.084  0.845
C  -0.293  0.175  -0.717
N  0.133  1.520  -1.220
H  -1.663  -1.544  0.820
H  -2.008  -0.098  1.540
H  0.688  -0.788  1.026
H  -0.083  0.941  1.200
H  0.298  -0.596  -1.209
H  -1.332  0.068  -0.994
H  0.495  2.141  -0.512
H  0.942  1.413  -1.835
O  -3.359  2.474  2.640
H  -3.938  2.286  3.386
H  -2.687  3.052  3.017
O  1.566  -6.887  0.283
H  1.752  -7.133  1.190
H  0.685  -6.829  -0.069
O  3.701  3.819  -3.761
H  3.125  3.932  -2.994
H  3.390  2.936  -4.034

Summary:
- total charge = 0
- energy relative to the best compared isomer or geometry (same formula, charge and spin) (kJ/mol) = 179.7

Calculated values (g/mol) of molecular weight for the records, taken in order: 97.1; 97.1; 97.1; 99.1; 131.2; 115.1; 115.1; 114.1; 114.1; 114.1.
Calculated values (eV) of frontier orbital gap for the records, taken in order: 11.292; 10.763; 9.855; 10.506; 8.018; 10.616; 7.597; 9.300; 10.418; 9.540.
Calculated values (eV Å⁻¹) of strongest force on any atom for the records, taken in order: 3.89; 2.58; 2.61; 2.53; 2.43; 5.13; 4.70; 2.76; 1.84; 3.11.